Entry 1:
{
  "formula": "C48H34BN2O7",
  "method": "wB97M-V/def2-TZVPD",
  "total_charge": 1,
  "homo_lumo_gap_ev": 6.85,
  "e_homo_ev": -11.274,
  "spin_multiplicity": 1,
  "species": ["C", "N", "C", "C", "C", "B", "N", "O", "C", "C", "H", "H", "H", "H", "H", "H", "H", "H", "H", "H", "C", "C", "C", "C", "C", "C", "C", "O", "C", "C", "C", "C", "C", "C", "C", "O", "H", "H", "H", "H", "H", "H", "H", "H", "C", "C", "C", "C", "C", "C", "C", "O", "C", "C", "C", "C", "C", "C", "C", "O", "H", "H", "H", "H", "H", "H", "H", "H", "C", "C", "C", "C", "C", "C", "C", "O", "C", "C", "C", "C", "C", "C", "C", "O", "H", "H", "H", "H", "H", "H", "H", "H"],
  "positions_angstrom": [[-1.99094, 1.04386, 1.89615], [-1.46681, -0.09314, 2.70408], [-0.31308, -0.66245, 2.34254], [0.20439, -1.70045, 3.09964], [-0.46329, -2.15208, 4.22930], [0.14986, -3.32927, 5.14402], [1.43174, -3.89217, 4.90795], [-0.60499, -3.82229, 6.18854], [-1.66890, -1.53983, 4.56080], [-2.15752, -0.51534, 3.77079], [-1.14762, 1.49734, 1.39241], [-2.40522, 1.78101, 2.57131], [-2.72426, 0.67637, 1.19414], [0.23082, -0.30090, 1.48844], [1.14321, -2.12470, 2.78865], [2.02845, -3.33723, 4.30795], [1.92620, -3.99535, 5.78829], [-0.96115, -3.09347, 6.70523], [-2.23157, -1.85712, 5.42127], [-3.08309, -0.03819, 4.04206], [2.64201, 0.66383, 3.42280], [2.06717, 1.74855, 2.76379], [2.80426, 2.47060, 1.84290], [4.12173, 2.11484, 1.58180], [4.70231, 1.04333, 2.25542], [3.95620, 0.31331, 3.17239], [6.12972, 0.66825, 2.01720], [6.61889, -0.27233, 2.60443], [6.91337, 1.47992, 1.05043], [8.25435, 1.18185, 0.84726], [8.99415, 1.91759, -0.06274], [8.39618, 2.94846, -0.77992], [7.06085, 3.25360, -0.57865], [6.31698, 2.52787, 0.34202], [4.89418, 2.88824, 0.56586], [4.36226, 3.78479, -0.05365], [2.06291, 0.09577, 4.14027], [1.04094, 2.03172, 2.97188], [2.36689, 3.31198, 1.32282], [4.41298, -0.52352, 3.68354], [8.71360, 0.37656, 1.40323], [10.03962, 1.68736, -0.21703], [8.97569, 3.51646, -1.49507], [6.59241, 4.05611, -1.13099], [2.49480, 4.39030, -5.18268], [2.77680, 4.40028, -3.82056], [3.13760, 3.22916, -3.17608], [3.20901, 2.03917, -3.89049], [2.90523, 2.02589, -5.25439], [2.55754, 3.20614, -5.89794], [2.93218, 0.75575, -6.03322], [2.67385, 0.74268, -7.21697], [3.27972, -0.50171, -5.31136], [3.26325, -1.70549, -6.00356], [3.59787, -2.88129, -5.35374], [3.95832, -2.85900, -4.01044], [3.97146, -1.66243, -3.31436], [3.62480, -0.48095, -3.95834], [3.61686, 0.79267, -3.18659], [3.93309, 0.81058, -2.01202], [2.22150, 5.30839, -5.68551], [2.71729, 5.32471, -3.26143], [3.36147, 3.23889, -2.11877], [2.33500, 3.19091, -6.95572], [2.98731, -1.71572, -7.04874], [3.58165, -3.81827, -5.89410], [4.22767, -3.77827, -3.50740], [4.24951, -1.63863, -2.26979], [-4.73435, -1.36134, 1.66125], [-5.42803, -2.05217, 2.65091], [-6.77344, -2.32875, 2.48651], [-7.43084, -1.90711, 1.33694], [-6.73906, -1.19883, 0.35647], [-5.38561, -0.93595, 0.51728], [-7.43404, -0.69860, -0.86797], [-6.81650, -0.08771, -1.71376], [-8.88922, -0.96631, -1.00377], [-9.56852, -0.46727, -2.10763], [-10.92187, -0.71812, -2.25612], [-11.60139, -1.47469, -1.30723], [-10.93130, -1.97133, -0.20206], [-9.57640, -1.71353, -0.04117], [-8.88112, -2.22989, 1.16799], [-9.46091, -2.88988, 2.00132], [-3.68337, -1.15755, 1.78232], [-4.91810, -2.37881, 3.54940], [-7.32096, -2.87008, 3.24550], [-4.85547, -0.39654, -0.25726], [-9.03548, 0.11695, -2.84453], [-11.45063, -0.32543, -3.11401], [-12.65734, -1.67395, -1.42991], [-11.45569, -2.55660, 0.54018]],
  "forces_ev_per_angstrom": [[0.469, -0.148, 0.433], [-0.312, 0.765, -0.560], [0.470, -0.902, 0.616], [-0.350, 0.426, -0.313], [0.324, -0.509, 0.225], [-0.049, -0.502, 0.044], [-0.128, 1.472, 0.318], [0.501, 0.576, -0.020], [0.077, 0.313, -0.630], [0.247, -0.650, 0.946], [0.050, 0.006, -0.234], [-0.252, 0.015, 0.055], [-0.180, 0.027, -0.153], [-0.202, 0.330, -0.227], [0.131, -0.067, -0.088], [0.076, -0.368, -0.255], [-0.005, -0.797, -0.098], [-0.470, -0.255, 0.169], [-0.207, -0.002, 0.078], [-0.125, 0.349, -0.350], [-0.016, 0.037, -0.019], [0.019, -0.096, -0.014], [-0.184, -0.006, 0.017], [0.067, -0.083, 0.045], [-0.017, 0.094, -0.073], [-0.133, -0.071, 0.073], [0.149, -0.138, 0.017], [-0.041, 0.000, 0.010], [-0.103, 0.080, -0.007], [0.119, -0.011, -0.047], [-0.036, 0.036, -0.030], [0.011, -0.045, 0.030], [0.095, 0.044, -0.068], [-0.026, -0.098, 0.099], [0.002, 0.128, -0.247], [-0.046, 0.033, 0.061], [0.024, 0.053, 0.075], [0.020, 0.046, 0.058], [0.094, 0.022, -0.057], [0.111, 0.040, -0.022], [-0.079, -0.032, 0.038], [0.007, -0.003, -0.005], [0.007, 0.003, -0.004], [-0.080, -0.004, 0.042], [0.009, -0.009, 0.053], [-0.012, -0.014, -0.069], [-0.031, 0.112, 0.049], [-0.027, -0.059, -0.073], [0.033, -0.059, 0.094], [-0.034, 0.126, -0.019], [-0.024, 0.015, -0.187], [-0.009, -0.006, 0.022], [0.004, 0.043, 0.098], [0.015, -0.136, -0.033], [0.011, 0.016, 0.046], [-0.019, 0.015, -0.032], [0.006, -0.139, 0.012], [-0.025, 0.053, -0.071], [0.078, 0.033, 0.158], [-0.048, 0.000, 0.073], [0.000, 0.006, -0.005], [0.018, 0.007, 0.004], [0.070, -0.072, 0.010], [0.004, -0.097, -0.009], [0.001, 0.101, -0.011], [0.008, -0.006, -0.005], [0.008, -0.007, -0.003], [-0.004, 0.095, 0.009], [-0.295, -0.061, -0.003], [0.050, 0.053, -0.029], [0.093, -0.024, 0.108], [0.042, 0.056, -0.078], [-0.105, -0.046, 0.055], [0.200, 0.055, 0.070], [0.029, 0.093, -0.182], [0.016, 0.001, 0.038], [-0.001, -0.055, 0.114], [-0.087, 0.026, -0.089], [-0.018, -0.036, 0.043], [0.039, 0.028, -0.031], [-0.123, 0.003, -0.044], [0.124, 0.052, -0.032], [-0.151, -0.094, 0.082], [0.025, 0.013, 0.013], [0.151, -0.110, -0.024], [-0.004, -0.039, -0.011], [-0.086, -0.013, -0.059], [-0.101, -0.002, -0.066], [0.086, -0.018, 0.034], [-0.004, -0.002, -0.008], [-0.008, 0.000, -0.002], [0.071, -0.007, 0.059]],
  "lowdin_charge": [0.054, -0.076, -0.002, 0.016, -0.032, -0.552, 0.215, 0.154, 0.038, -0.015, 0.099, 0.112, 0.089, 0.149, 0.125, 0.070, 0.106, 0.099, 0.126, 0.150, -0.083, -0.081, 0.006, -0.068, -0.067, 0.002, -0.272, 0.114, -0.081, 0.005, -0.045, -0.044, 0.008, -0.081, -0.276, 0.095, 0.095, 0.097, 0.124, 0.121, 0.123, 0.112, 0.112, 0.124, -0.051, -0.050, 0.001, -0.081, -0.082, 0.002, -0.277, 0.115, -0.081, 0.003, -0.052, -0.058, -0.008, -0.085, -0.273, 0.092, 0.110, 0.110, 0.093, 0.123, 0.123, 0.110, 0.107, 0.116, -0.079, -0.059, 0.007, -0.070, -0.074, -0.003, -0.275, 0.111, -0.085, 0.003, -0.046, -0.045, 0.005, -0.083, -0.274, 0.119, 0.062, 0.101, 0.125, 0.118, 0.123, 0.112, 0.112, 0.124]
}



Entry 2:
{
  "formula": "C7H14NO",
  "method": "wB97M-V/def2-TZVPD",
  "total_charge": 1,
  "de_lowest_kcal_mol": 158.20,
  "homo_lumo_gap_ev": [9.25, 7.66],
  "e_homo_ev": [-12.827, -11.874],
  "spin_multiplicity": 1,
  "species": ["C", "C", "C", "C", "C", "C", "C", "N", "O", "H", "H", "H", "H", "H", "H", "H", "H", "H", "H", "H", "H", "H", "H"],
  "positions_angstrom": [[-0.16883, 0.24576, -0.00781], [-0.39930, 1.17535, -0.82258], [-0.36646, -2.09474, 0.68462], [-1.12960, -1.38597, 1.81592], [0.27571, 1.26054, -2.15856], [-1.34103, 2.25542, -0.47557], [1.97367, -0.82511, 0.77594], [0.66088, -1.03586, 0.14219], [-0.73703, -1.53525, 3.08038], [0.17055, -2.89067, 1.06524], [-0.94235, -2.58050, -0.15855], [-2.18265, -1.13484, 1.51227], [-0.53221, 1.17818, -2.87226], [0.69717, 2.29986, -2.03874], [1.05165, 0.45560, -2.12334], [-2.10397, 1.92279, 0.30181], [-0.89534, 3.22527, -0.10491], [-1.83399, 2.61761, -1.37940], [2.03978, -1.54721, 1.63519], [2.80291, -1.06669, 0.05535], [1.95887, 0.15504, 1.02576], [0.86348, -1.50983, -0.82575], [-1.32191, -1.54387, 3.82318]],
  "forces_ev_per_angstrom": [[0.576, -4.523, 4.639], [-0.044, 1.596, -1.895], [-0.111, 2.006, 0.595], [-1.962, 0.408, -2.041], [0.821, 0.545, 1.835], [-1.552, 1.544, 1.282], [0.835, -3.998, 0.028], [-2.167, -1.533, -4.726], [1.879, -0.432, -1.458], [1.595, -1.581, 1.000], [0.205, 1.450, 0.790], [1.023, -0.240, 1.048], [0.434, 0.005, -0.733], [0.041, -1.090, -1.189], [-0.470, 0.920, -1.059], [0.951, 0.512, -1.121], [0.136, -1.280, -0.101], [-0.375, -0.376, -0.026], [0.146, 1.072, -0.607], [-0.947, 0.354, 0.686], [0.556, 2.869, 1.284], [-0.272, 1.453, 1.546], [-1.297, 0.318, 0.222]],
  "lowdin_charge": [0.063, -0.412, -0.063, -0.128, -0.006, -0.052, 0.020, -0.136, 0.070, 0.093, 0.158, 0.134, 0.096, 0.123, 0.088, 0.110, 0.115, 0.087, 0.128, 0.130, 0.060, 0.202, 0.121]
}



Entry 3:
{
  "formula": "C5H11N2O",
  "method": "wB97M-V/def2-TZVPD",
  "total_charge": 1,
  "de_lowest_kcal_mol": 54.30,
  "homo_lumo_gap_ev": 11.01,
  "e_homo_ev": -14.811,
  "spin_multiplicity": 1,
  "species": ["C", "C", "C", "C", "C", "N", "N", "O", "H", "H", "H", "H", "H", "H", "H", "H", "H", "H", "H"],
  "positions_angstrom": [[0.08057, 0.82512, -0.22278], [1.80953, -0.09751, -0.25322], [-1.18395, -0.74790, 1.00089], [-2.32580, 0.86442, -0.68380], [-1.05842, 0.02889, -0.41687], [2.65659, 0.66240, 0.33833], [2.07106, -1.35658, -0.51560], [0.29325, 1.97651, 0.05582], [-1.24234, -0.10270, 1.92862], [-2.04841, -1.27813, 0.97451], [-0.33584, -1.39050, 1.18906], [-3.15845, 0.22194, -0.99101], [-2.68176, 1.54583, 0.27411], [-2.24874, 1.56703, -1.54955], [-0.93004, -0.81670, -1.05671], [2.41538, 1.67050, 0.58830], [3.52781, 0.29148, 0.60423], [1.41284, -1.95331, -1.05341], [2.94672, -1.91080, -0.21090]],
  "forces_ev_per_angstrom": [[4.710, 3.208, 0.114], [-2.817, 0.333, 0.264], [2.197, 2.694, 0.853], [-1.175, 1.967, 0.993], [-2.496, -1.037, 2.264], [-0.625, 2.555, 0.557], [0.693, -2.504, -0.384], [-0.692, -2.915, -0.581], [0.015, -0.151, -1.347], [-2.507, -1.759, -0.236], [0.181, -0.362, -0.257], [0.186, -0.108, 0.502], [1.100, -1.946, -2.403], [0.435, -0.450, 0.766], [0.276, -0.100, -1.014], [0.232, -1.925, -0.526], [1.398, -0.065, 0.378], [0.615, 0.943, 0.712], [-1.727, 1.622, -0.655]],
  "lowdin_charge": [-0.204, -0.233, -0.002, -0.046, -0.337, 0.186, 0.153, 0.154, 0.123, 0.048, 0.069, 0.083, 0.161, 0.095, 0.137, 0.172, 0.119, 0.141, 0.181]
}



| no. | energy (eV) |
| --- | --- |
| 1 | -68314.8713 |
| 2 | -11010.9600 |
| 3 | -10383.2506 |